# C31H41F3P

A 2-piece molecular cluster, C31H41F3P overall at a distorted geometry (ωB97M-V/def2-TZVPD, the OMol25 dataset).

## Properties
E_LUMO, eV: -6.34
Kohn-Sham gap, eV: 4.88
Net charge: +1

Atoms and positions in Å:
C: -1.250 -4.235 -1.927
C: 0.074 -3.771 -2.539
C: 0.487 -2.359 -2.087
C: 0.393 -2.167 -0.553
P: 0.968 -0.451 -0.001
C: 2.724 -0.579 -0.776
C: 3.782 0.447 -0.304
C: 4.951 0.457 -1.329
C: 5.641 -0.919 -1.416
C: 4.622 -2.052 -1.604
C: 3.424 -1.952 -0.647
C: 0.191 0.746 -1.254
C: -1.335 0.693 -1.269
C: -1.882 1.723 -2.269
C: -1.516 3.143 -1.830
C: 0.009 3.244 -1.857
C: 0.629 2.182 -0.938
C: -0.956 -2.644 0.005
C: -1.177 -4.111 -0.404
H: -2.076 -3.632 -2.328
H: -1.452 -5.266 -2.231
H: 0.863 -4.474 -2.227
H: 0.040 -3.797 -3.638
H: 1.513 -2.168 -2.437
H: -0.143 -1.606 -2.584
H: 1.133 -2.828 -0.075
H: 2.506 -0.378 -1.843
H: 3.381 1.469 -0.185
H: 4.190 0.116 0.668
H: 4.549 0.699 -2.328
H: 5.685 1.238 -1.080
H: 6.359 -0.926 -2.245
H: 6.224 -1.103 -0.500
H: 4.255 -2.021 -2.643
H: 5.107 -3.027 -1.472
H: 3.777 -2.068 0.390
H: 2.757 -2.791 -0.872
H: 0.567 0.441 -2.241
H: -1.731 -0.305 -1.516
H: -1.658 0.927 -0.243
H: -1.403 1.526 -3.239
H: -2.964 1.600 -2.411
H: -1.981 3.902 -2.471
H: -1.887 3.323 -0.810
H: 0.363 3.092 -2.884
H: 0.354 4.237 -1.551
H: 0.308 2.400 0.089
H: 1.721 2.278 -0.941
H: -0.977 -2.555 1.104
H: -1.772 -2.017 -0.377
H: -2.073 -4.522 0.077
H: -0.311 -4.689 -0.046
F: -2.931 4.465 4.308
C: -1.893 3.863 3.633
C: -0.648 4.487 3.629
C: 0.368 3.853 2.916
F: 1.532 4.549 2.694
C: 0.266 2.552 2.455
C: -1.019 1.918 2.456
C: -1.193 0.584 1.976
C: -2.486 -0.044 2.265
C: -3.460 -0.387 1.289
C: -4.801 -0.364 1.649
C: -5.197 -0.233 2.989
C: -4.193 -0.215 3.959
F: -4.573 -0.144 5.279
C: -2.853 -0.233 3.632
C: -2.108 2.641 3.031
H: -0.482 5.408 4.168
H: 1.152 2.001 2.117
H: -0.283 -0.014 1.785
H: -3.194 -0.542 0.233
H: -5.558 -0.444 0.864
H: -6.242 -0.178 3.284
H: -2.102 -0.189 4.407
H: -3.104 2.194 3.074



# C31H41N5OS2SiTm

C31H41N5OS2SiTm as an isolated structure at a distorted geometry (ωB97M-V/def2-TZVPD, the OMol25 dataset).

## Properties
ΔE to the lowest compared entry with this formula, charge and spin, kcal per mole: 0.0
E_LUMO (alpha / beta), eV: -2.29 / -2.29
Kohn-Sham gap (alpha / beta), eV: 6.68 / 6.69
Net charge: +1
Spin multiplicity: 3

Atoms and positions in Å:
Tm: 0.179 1.487 -0.445
C: 5.712 0.070 -1.277
S: 4.893 -0.531 0.238
C: 3.312 0.251 0.186
S: 2.673 1.046 -1.269
N: 2.664 0.243 1.317
N: 1.368 0.736 1.210
C: 0.759 0.531 2.524
C: -0.464 1.420 2.736
C: -0.885 1.734 4.042
C: -2.006 2.523 4.233
C: -2.740 2.923 3.082
C: -2.293 2.523 1.832
N: -1.172 1.790 1.664
H: 6.683 -0.432 -1.334
H: 5.823 1.130 -1.316
H: 5.059 -0.165 -2.143
H: 1.474 0.793 3.291
H: -0.279 1.275 4.862
H: -2.291 2.667 5.226
H: -3.587 3.563 3.093
H: -2.817 2.830 0.941
C: 0.376 -0.949 2.775
Si: -0.394 -2.094 1.407
C: -1.386 -1.355 -0.068
N: -0.967 -0.441 -1.156
C: -2.151 0.126 -1.899
C: -2.684 -0.735 -3.032
C: -1.632 -0.792 -4.116
C: -0.176 -0.536 -3.579
C: -0.082 -1.164 -2.136
C: -1.793 -2.919 2.310
C: -2.107 -4.268 2.313
C: -3.259 -4.757 2.931
C: -4.155 -3.903 3.595
C: -3.854 -2.507 3.535
C: -2.679 -2.071 2.970
C: 0.888 -3.196 0.654
C: 0.476 -4.126 -0.275
C: 1.358 -4.999 -0.875
C: 2.703 -4.950 -0.617
C: 3.156 -4.040 0.330
C: 2.251 -3.178 0.975
H: 1.358 -1.475 2.986
H: -0.240 -1.040 3.651
H: -2.253 -0.931 0.450
H: -1.800 -2.247 -0.561
H: -1.883 1.145 -2.202
H: -2.901 0.328 -1.117
H: -3.622 -0.383 -3.420
H: -2.848 -1.731 -2.604
H: -1.888 -0.208 -4.977
H: -1.645 -1.843 -4.498
H: 0.109 0.502 -3.547
H: 0.597 -1.035 -4.176
H: 0.942 -1.165 -1.741
H: -0.520 -2.187 -2.220
H: -1.369 -4.966 1.886
H: -3.486 -5.843 2.907
H: -4.969 -4.269 4.179
H: -4.450 -1.744 4.109
H: -2.429 -1.004 2.944
H: -0.598 -4.153 -0.426
H: 1.075 -5.824 -1.481
H: 3.373 -5.638 -1.123
H: 4.210 -4.036 0.536
H: 2.705 -2.503 1.729
C: 2.016 6.211 -2.151
N: 0.971 5.356 -1.612
C: 0.384 5.717 -0.313
C: 0.675 4.242 -2.193
C: 1.104 3.830 -3.578
O: -0.117 3.438 -1.561
H: 2.627 6.609 -1.317
H: 1.663 7.031 -2.726
H: 2.719 5.604 -2.791
H: 0.715 6.732 -0.168
H: 0.771 5.124 0.501
H: -0.678 5.601 -0.307
H: 1.161 4.670 -4.236
H: 0.415 3.095 -3.995
H: 2.151 3.441 -3.570



# C31H42AlF8NO28P

C31H42AlF8NO28P as an isolated structure at a distorted geometry (ωB97M-V/def2-TZVPD, the OMol25 dataset).

## Properties
E_LUMO, eV: 1.27
Kohn-Sham gap, eV: 6.46
Net charge: -1

Atoms and positions in Å:
C: 2.738 -1.694 -1.125
O: 1.995 -0.546 -0.541
C: 1.621 -0.854 0.879
C: 1.104 0.463 1.712
C: 2.155 1.709 1.534
Al: 4.058 1.296 2.300
C: 4.818 3.108 2.886
C: 6.409 3.101 3.289
C: 7.558 2.074 2.731
N: 6.841 4.099 4.167
P: 4.050 -0.275 4.009
O: 5.333 -1.234 3.939
O: 4.211 0.586 5.551
O: 2.596 -1.225 4.140
H: 3.416 -2.260 -0.357
H: 3.461 -1.266 -1.970
H: 1.992 -2.472 -1.607
H: 0.813 -1.706 0.892
H: 2.644 -1.191 1.388
H: 0.899 0.281 2.850
H: 0.067 0.835 1.251
H: 1.761 2.609 2.210
H: 2.270 2.094 0.430
H: 4.912 0.688 1.074
H: 4.561 3.877 2.012
H: 4.178 3.457 3.821
H: 7.275 1.555 1.720
H: 8.517 2.745 2.493
H: 7.921 1.318 3.571
H: 5.965 4.664 4.376
H: 5.200 0.728 5.715
H: 2.534 -1.938 3.439
C: 0.130 -1.131 -3.888
C: 0.425 -2.520 -4.340
O: -0.791 -3.201 -4.128
C: -1.758 -2.251 -4.267
O: -2.942 -2.497 -4.426
O: -1.238 -0.986 -4.213
F: 1.373 -3.089 -3.562
H: 0.262 -0.999 -2.809
H: 0.738 -0.386 -4.409
H: 0.712 -2.598 -5.394
C: -4.433 -1.452 -1.316
C: -4.964 -0.167 -1.855
O: -4.053 0.794 -1.372
C: -2.868 0.132 -1.255
O: -1.786 0.682 -1.132
O: -3.038 -1.224 -1.301
F: -6.184 0.105 -1.339
H: -4.778 -1.659 -0.298
H: -4.684 -2.305 -1.952
H: -5.003 -0.121 -2.949
C: 0.693 0.824 7.011
C: 0.726 1.994 6.088
O: -0.579 2.519 6.173
C: -1.007 2.203 7.428
O: -1.971 2.716 7.972
O: -0.220 1.245 8.006
F: 0.943 1.597 4.814
H: 0.313 -0.084 6.531
H: 1.673 0.608 7.444
H: 1.452 2.765 6.367
C: 1.462 4.050 -3.987
C: 0.902 2.669 -3.943
O: 2.038 1.860 -3.741
C: 2.914 2.644 -3.052
O: 3.892 2.219 -2.458
O: 2.560 3.964 -3.102
F: 0.347 2.336 -5.130
H: 1.820 4.331 -4.983
H: 0.743 4.801 -3.648
H: 0.182 2.502 -3.134
C: -2.359 -2.120 7.286
C: -2.407 -3.534 6.817
O: -1.961 -3.453 5.482
C: -1.121 -2.381 5.452
O: -0.332 -2.155 4.551
O: -1.265 -1.593 6.561
F: -3.676 -3.998 6.815
H: -3.265 -1.559 7.034
H: -2.188 -2.044 8.363
H: -1.761 -4.215 7.380
C: -5.466 4.005 -5.516
C: -5.759 2.749 -4.769
O: -4.480 2.262 -4.430
C: -3.695 3.370 -4.324
O: -2.602 3.386 -3.783
O: -4.286 4.466 -4.890
F: -6.362 1.841 -5.569
H: -5.269 3.829 -6.579
H: -6.271 4.740 -5.426
H: -6.350 2.896 -3.859
C: 6.085 -3.241 1.398
C: 5.106 -4.362 1.307
O: 5.787 -5.334 0.547
C: 7.108 -5.133 0.816
O: 7.987 -5.940 0.566
O: 7.326 -3.919 1.407
F: 4.002 -3.983 0.625
H: 6.044 -2.571 0.533
H: 5.956 -2.648 2.307
H: 4.819 -4.786 2.275
C: -8.231 -2.024 -6.933
C: -8.198 -0.854 -7.856
O: -9.503 -0.329 -7.770
C: -9.931 -0.646 -6.516
O: -10.895 -0.133 -5.972
O: -9.144 -1.603 -5.938
F: -7.981 -1.251 -9.130
H: -8.611 -2.932 -7.413
H: -7.251 -2.240 -6.499
H: -7.472 -0.083 -7.577



# C31H43Cl2HfO2P3S

C31H43Cl2HfO2P3S as an isolated structure at a distorted geometry (ωB97M-V/def2-TZVPD, the OMol25 dataset).

## Properties
E_LUMO, eV: -5.84
Kohn-Sham gap, eV: 8.39
Net charge: +2

Atoms and positions in Å:
P: -1.745 -1.243 -0.528
C: -3.428 -0.921 -1.129
C: -3.822 -1.364 -2.391
H: -3.109 -1.834 -3.053
C: -5.131 -1.190 -2.811
H: -5.426 -1.529 -3.794
C: -6.056 -0.580 -1.977
H: -7.076 -0.443 -2.308
C: -5.671 -0.150 -0.715
H: -6.388 0.324 -0.060
C: -4.365 -0.322 -0.286
H: -4.090 0.015 0.703
C: -0.766 -1.713 -1.981
C: -0.523 -0.735 -2.946
H: -0.959 0.248 -2.840
C: 0.269 -1.025 -4.044
H: 0.450 -0.265 -4.791
C: 0.815 -2.294 -4.192
H: 1.424 -2.523 -5.056
C: 0.567 -3.271 -3.237
H: 0.980 -4.263 -3.357
C: -0.220 -2.985 -2.131
H: -0.392 -3.739 -1.380
C: -1.921 -2.690 0.554
C: -2.836 -3.696 0.252
H: -3.416 -3.656 -0.661
C: -3.010 -4.754 1.128
H: -3.717 -5.537 0.891
C: -2.289 -4.805 2.315
H: -2.435 -5.628 3.000
C: -1.396 -3.790 2.628
H: -0.848 -3.816 3.559
C: -1.212 -2.733 1.749
H: -0.537 -1.926 1.993
Hf: 0.595 2.461 1.313
C: 2.392 1.670 0.989
C: 2.512 0.460 0.378
H: 3.279 2.224 1.286
C: 1.226 -0.171 -0.051
O: 1.115 -1.559 0.326
H: 0.237 -1.851 0.048
C: 0.073 0.683 0.462
H: 1.161 -0.206 -1.142
C: -1.196 0.225 0.268
Cl: 1.716 4.453 2.213
Cl: -1.775 3.105 1.570
P: 0.552 3.623 -0.755
C: 0.384 5.428 -0.569
H: 1.328 5.832 -0.219
H: -0.373 5.632 0.181
H: 0.107 5.891 -1.514
C: 2.065 3.427 -1.764
H: 2.186 2.380 -2.029
H: 2.915 3.734 -1.160
H: 2.028 4.028 -2.670
C: -0.799 3.181 -1.901
H: -1.703 3.014 -1.322
H: -0.547 2.261 -2.420
H: -0.975 3.969 -2.631
P: 4.024 -0.319 -0.022
C: 5.406 0.834 0.149
C: 4.001 -0.932 -1.729
H: 5.488 1.170 1.179
H: 5.252 1.698 -0.491
H: 6.332 0.338 -0.131
H: 3.239 -1.700 -1.824
H: 4.966 -1.354 -1.997
H: 3.763 -0.117 -2.406
C: 4.418 -1.761 1.011
H: 4.357 -1.479 2.059
H: 5.418 -2.131 0.797
H: 3.690 -2.541 0.811
H: -2.011 0.881 0.534
C: 0.316 0.589 5.493
S: -0.582 1.497 4.188
C: -0.157 3.143 4.858
O: 0.623 1.471 3.232
H: -0.189 0.748 6.468
H: 1.373 0.922 5.573
H: 0.296 -0.495 5.260
H: 0.940 3.270 4.976
H: -0.542 3.927 4.174
H: -0.646 3.278 5.845